(1)
{"formula": "C39H27BrN9Tc", "method": "wB97M-V/def2-TZVPD", "lumo_energy_ha": [-0.3493, -0.4520], "spin_multiplicity": 4, "homo_ev": [-14.8, -14.9], "total_charge": 3, "elements": ["Tc", "C", "C", "N", "C", "C", "N", "C", "C", "C", "C", "C", "N", "C", "C", "N", "C", "C", "N", "C", "C", "C", "N", "C", "C", "H", "H", "H", "H", "H", "H", "H", "H", "H", "H", "H", "H", "C", "C", "C", "C", "C", "C", "N", "N", "C", "C", "C", "C", "C", "N", "H", "H", "H", "H", "H", "H", "H", "H", "H", "Br", "C", "C", "C", "C", "C", "C", "C", "C", "C", "C", "H", "H", "H", "H", "H", "H"], "positions_angstrom": [[-0.163, -0.415, -0.606], [-0.250, 4.582, 0.674], [-0.828, 3.308, 0.576], [-0.116, 2.226, 0.814], [1.161, 2.356, 1.176], [1.754, 3.631, 1.156], [1.034, 4.695, 0.911], [1.888, 1.139, 1.552], [3.045, 1.212, 2.328], [3.740, 0.051, 2.683], [3.152, -1.150, 2.271], [1.980, -1.157, 1.520], [1.374, -0.024, 1.132], [1.311, -2.406, 1.141], [1.798, -3.680, 1.467], [1.113, -4.771, 1.224], [-0.082, -4.655, 0.682], [-0.561, -3.411, 0.281], [0.146, -2.299, 0.468], [5.026, 0.080, 3.421], [5.678, -1.109, 3.778], [6.926, -1.049, 4.390], [7.480, 0.103, 4.649], [6.909, 1.245, 4.377], [5.663, 1.283, 3.756], [-0.818, 5.492, 0.541], [-1.864, 3.186, 0.290], [2.815, 3.789, 1.298], [3.375, 2.182, 2.659], [3.604, -2.090, 2.531], [2.765, -3.836, 1.920], [-0.649, -5.563, 0.547], [-1.520, -3.318, -0.205], [5.258, -2.085, 3.610], [7.475, -1.941, 4.663], [7.448, 2.142, 4.648], [5.235, 2.253, 3.561], [1.738, 3.861, -3.830], [2.273, 3.141, -2.768], [1.492, 2.240, -2.075], [0.155, 2.045, -2.442], [-0.382, 2.783, -3.508], [0.412, 3.674, -4.197], [-0.666, 1.206, -1.691], [-1.905, 1.530, -1.733], [-2.698, 0.885, -0.866], [-4.070, 1.168, -0.808], [-4.824, 0.585, 0.187], [-4.182, -0.247, 1.110], [-2.831, -0.506, 0.977], [-2.080, 0.016, -0.002], [2.354, 4.570, -4.358], [3.298, 3.294, -2.469], [1.900, 1.733, -1.211], [-1.415, 2.632, -3.771], [0.000, 4.227, -5.024], [-4.490, 1.847, -1.535], [-5.886, 0.767, 0.255], [-4.735, -0.696, 1.920], [-2.324, -1.162, 1.668], [1.995, -1.031, -1.956], [1.101, -1.897, -3.420], [1.845, -2.335, -4.486], [1.204, -3.042, -5.506], [-0.142, -3.304, -5.418], [-0.906, -2.856, -4.319], [-2.267, -3.207, -4.202], [-2.975, -2.808, -3.096], [-2.373, -2.011, -2.119], [-1.044, -1.605, -2.172], [-0.285, -2.094, -3.277], [2.909, -2.159, -4.530], [1.782, -3.421, -6.334], [-0.635, -3.878, -6.189], [-2.725, -3.807, -4.976], [-4.008, -3.097, -2.971], [-3.000, -1.714, -1.290]], "forces_ev_per_a": [[-0.7, -1.2, 0.0], [-0.4, -0.6, -0.1], [0.2, 0.6, 0.0], [0.1, -0.5, 0.4], [-0.1, 1.2, -0.2], [-0.2, -1.2, 0.1], [0.4, 1.2, 0.0], [0.2, 0.0, 0.1], [0.2, -0.3, 0.1], [-1.0, 0.0, -0.6], [0.2, 0.2, 0.1], [0.3, 0.2, 0.2], [0.2, -0.2, -0.1], [0.0, -0.9, 0.0], [-0.1, 1.0, 0.0], [0.0, -0.8, 0.1], [0.0, 0.3, 0.0], [-0.2, -0.2, 0.0], [0.4, 0.0, 0.2], [0.5, -0.1, 0.3], [0.1, 0.7, 0.1], [0.8, -1.5, 0.4], [-2.2, 0.0, -1.0], [0.8, 1.4, 0.4], [0.1, -0.7, 0.1], [-0.1, 0.0, 0.0], [-0.1, 0.0, 0.0], [0.1, 0.0, 0.1], [0.0, 0.1, 0.0], [0.0, -0.1, 0.0], [0.1, 0.1, 0.1], [-0.2, 0.0, -0.1], [0.0, 0.0, -0.1], [0.1, -0.1, 0.0], [0.0, -0.2, 0.0], [0.0, 0.2, 0.0], [0.1, 0.1, 0.0], [0.0, -0.1, 0.1], [0.0, 0.1, 0.0], [-0.3, -0.2, 0.1], [0.6, 1.0, -0.9], [0.1, -0.2, 0.2], [0.1, 0.0, 0.0], [-1.5, 0.6, -0.2], [1.7, 0.8, -1.1], [-0.8, -1.3, 1.4], [0.8, 0.1, -0.2], [0.3, -0.4, 0.4], [-0.3, 0.3, -0.3], [0.2, -0.1, 0.1], [-1.0, 0.4, 0.1], [0.1, 0.1, -0.1], [0.1, 0.0, 0.0], [0.0, -0.1, -0.1], [-0.1, 0.0, -0.1], [-0.1, 0.1, -0.1], [0.0, 0.0, -0.1], [-0.1, 0.0, 0.0], [0.0, -0.1, 0.1], [0.0, -0.1, 0.0], [0.1, -0.1, -0.1], [0.1, -0.2, -0.6], [0.0, 0.4, 0.8], [-0.6, -0.3, -0.1], [0.5, 0.1, -0.1], [0.2, 0.1, 0.2], [-0.2, 0.2, 0.5], [0.1, -0.3, -0.6], [0.5, 0.5, 0.4], [-0.2, 0.2, 0.6], [0.1, 0.0, -0.1], [0.1, 0.0, 0.0], [0.0, 0.1, -0.1], [0.0, 0.0, 0.0], [0.0, 0.0, 0.0], [-0.1, 0.0, 0.0], [-0.1, 0.0, 0.0]], "lowdin_spin": [1.715, 0.002, 0.003, 0.033, 0.005, 0.002, 0.001, 0.012, -0.005, 0.009, -0.006, 0.007, 0.024, 0.000, 0.001, -0.002, 0.001, 0.000, -0.001, -0.014, 0.051, 0.084, 0.704, 0.083, 0.051, 0.000, 0.001, 0.000, 0.000, 0.000, 0.000, 0.000, 0.000, 0.006, 0.018, 0.018, 0.006, -0.012, 0.001, -0.005, -0.001, -0.009, 0.001, -0.025, 0.078, 0.010, 0.019, 0.022, 0.015, 0.023, 0.008, -0.001, 0.000, 0.003, 0.000, 0.000, 0.000, 0.001, 0.000, 0.000, -0.003, 0.000, 0.008, -0.005, 0.008, -0.001, 0.042, -0.003, 0.037, -0.034, 0.008, 0.001, 0.000, 0.000, 0.002, -0.001, 0.001]}

(2)
{"formula": "C39H28BrCl5I2N5O4Rb", "method": "wB97M-V/def2-TZVPD", "lumo_energy_ha": 0.1281, "de_lowest_kj_mol": 77.59, "homo_ev": -3.0, "total_charge": -2, "elements": ["Rb", "Cl", "C", "C", "C", "Cl", "C", "Cl", "C", "Cl", "C", "Cl", "C", "C", "C", "C", "C", "C", "N", "N", "C", "C", "C", "C", "C", "N", "H", "H", "H", "H", "H", "H", "H", "H", "H", "I", "C", "I", "H", "H", "Br", "C", "C", "N", "C", "C", "C", "C", "O", "O", "H", "H", "H", "C", "C", "C", "C", "C", "C", "N", "C", "C", "C", "C", "C", "C", "C", "O", "O", "C", "C", "H", "H", "H", "H", "H", "H", "H", "H", "H", "H", "H", "H", "H", "H"], "positions_angstrom": [[-1.836, 1.297, -0.334], [-3.106, -1.271, -2.702], [-3.292, -2.336, -1.285], [-2.868, -1.866, -0.063], [-3.042, -2.756, 0.972], [-2.500, -2.280, 2.598], [-3.580, -4.032, 0.838], [-3.755, -5.114, 2.192], [-3.978, -4.458, -0.427], [-4.639, -6.046, -0.652], [-3.831, -3.598, -1.511], [-4.305, -4.136, -3.098], [0.373, -4.560, -1.784], [0.638, -4.646, -0.420], [0.601, -3.512, 0.373], [0.291, -2.292, -0.215], [-0.005, -2.203, -1.565], [0.051, -3.338, -2.358], [0.197, -1.060, 0.514], [0.717, -1.108, 1.638], [0.620, 0.112, 2.389], [1.773, 0.472, 3.079], [1.742, 1.622, 3.843], [0.555, 2.339, 3.920], [-0.544, 1.868, 3.220], [-0.521, 0.777, 2.458], [0.392, -5.455, -2.393], [0.860, -5.606, 0.028], [0.793, -3.556, 1.435], [-0.300, -1.249, -1.977], [-0.181, -3.265, -3.412], [2.656, -0.146, 2.986], [2.628, 1.954, 4.371], [0.476, 3.242, 4.509], [-1.489, 2.399, 3.256], [-4.703, 4.550, -3.053], [-2.684, 4.408, -2.417], [-1.385, 5.797, -3.365], [-2.306, 3.422, -2.657], [-2.654, 4.594, -1.347], [-5.159, 6.636, 5.054], [-5.155, 5.028, 4.033], [-5.933, 3.963, 4.452], [-5.977, 2.813, 3.788], [-5.248, 2.712, 2.677], [-4.436, 3.730, 2.188], [-4.381, 4.921, 2.894], [-3.608, 3.550, 0.914], [-2.693, 4.381, 0.738], [-3.926, 2.585, 0.192], [-6.535, 4.043, 5.350], [-5.300, 1.778, 2.132], [-3.736, 5.714, 2.543], [5.904, -0.400, 2.160], [5.117, -0.977, 1.009], [5.199, -2.345, 0.756], [4.489, -2.905, -0.292], [3.695, -2.118, -1.105], [3.610, -0.744, -0.875], [2.796, 0.105, -1.610], [2.292, -0.064, -2.886], [2.935, -0.855, -3.845], [2.415, -0.979, -5.121], [1.251, -0.314, -5.479], [0.626, 0.490, -4.538], [1.122, 0.640, -3.250], [0.338, 1.520, -2.278], [0.840, 1.726, -1.139], [-0.772, 1.942, -2.658], [4.326, -0.167, 0.194], [4.207, 1.317, 0.404], [6.466, -1.186, 2.664], [5.256, 0.074, 2.901], [6.615, 0.359, 1.826], [5.811, -2.969, 1.397], [4.526, -3.974, -0.463], [3.092, -2.570, -1.879], [2.236, 0.809, -1.104], [3.853, -1.363, -3.585], [2.930, -1.605, -5.842], [0.837, -0.420, -6.473], [-0.288, 1.021, -4.769], [4.457, 1.850, -0.517], [4.858, 1.672, 1.200], [3.186, 1.614, 0.653]], "forces_ev_per_a": [[0.3, -0.9, 0.4], [0.0, 0.0, 0.0], [0.0, 0.0, -0.1], [-0.2, 0.0, 0.0], [0.1, 0.0, 0.1], [0.0, 0.0, 0.0], [0.0, -0.1, 0.1], [0.0, 0.0, 0.0], [0.0, 0.0, 0.0], [0.0, 0.0, 0.0], [0.0, 0.0, -0.1], [0.0, 0.0, 0.0], [0.0, 0.0, 0.0], [0.0, 0.0, 0.0], [0.1, 0.0, 0.0], [-0.1, 0.2, 0.1], [0.1, 0.0, 0.0], [0.0, 0.0, 0.0], [0.2, -0.1, 0.4], [-0.1, 0.1, -0.3], [0.1, -0.2, 0.0], [0.0, 0.0, 0.0], [0.0, 0.0, 0.0], [0.0, 0.0, 0.0], [0.0, 0.1, 0.0], [0.1, -0.1, -0.2], [0.0, 0.0, 0.0], [0.0, 0.0, 0.0], [0.0, 0.0, 0.0], [0.0, 0.0, 0.0], [0.0, 0.0, 0.0], [0.0, 0.0, 0.0], [0.0, 0.0, 0.0], [0.0, 0.0, 0.0], [0.0, 0.0, 0.0], [0.0, 0.0, 0.0], [0.0, 0.0, 0.0], [0.0, 0.0, 0.0], [0.0, 0.0, -0.1], [0.0, 0.0, 0.0], [0.0, 0.0, 0.0], [0.0, 0.0, 0.0], [0.0, 0.0, 0.0], [0.0, 0.0, 0.0], [0.0, 0.0, -0.1], [0.0, 0.0, 0.1], [0.0, 0.0, 0.0], [-0.2, 0.1, 0.1], [0.1, 0.1, 0.0], [-0.8, 0.5, 0.2], [0.0, 0.0, 0.0], [0.0, 0.0, 0.0], [0.0, 0.0, 0.0], [0.0, 0.0, 0.0], [0.0, 0.0, 0.0], [0.0, 0.0, 0.0], [0.0, 0.0, 0.0], [0.0, 0.0, 0.0], [0.0, 0.0, 0.0], [0.0, 0.0, 0.0], [0.0, 0.0, 0.0], [0.0, 0.0, 0.0], [0.0, 0.0, 0.0], [0.0, 0.0, 0.0], [0.0, 0.0, 0.0], [0.0, 0.0, 0.0], [0.3, 0.0, -0.2], [0.1, 0.2, 0.0], [0.2, 0.1, -0.6], [0.0, 0.0, 0.0], [0.0, 0.0, 0.0], [0.0, 0.0, 0.0], [0.0, 0.0, 0.0], [0.0, 0.0, 0.0], [0.0, 0.0, 0.0], [0.0, 0.0, 0.0], [0.0, 0.0, 0.0], [0.0, 0.0, 0.0], [0.0, 0.0, 0.0], [0.0, 0.0, 0.0], [0.0, 0.0, 0.0], [0.0, 0.0, 0.0], [0.0, 0.0, 0.0], [0.0, 0.0, 0.0], [0.0, 0.0, 0.0]], "mulliken_charge": [0.935, -0.207, 1.054, -1.307, 0.521, -0.252, -0.258, -0.241, 0.521, -0.247, -0.418, -0.235, -0.681, -0.759, -0.582, -0.106, -0.054, -0.753, 1.168, -0.560, -0.107, -0.426, -0.443, -0.603, -0.338, -0.032, 0.422, 0.426, 0.541, 0.682, 0.466, 0.563, 0.384, 0.420, 0.359, -0.007, 0.235, -0.040, -0.164, -0.014, -0.245, 0.105, -0.166, -0.682, -0.152, 0.008, -0.338, 0.662, -0.889, -0.856, 0.352, 0.567, 0.546, -1.636, 1.530, -1.164, -1.201, -0.627, 0.450, 0.244, 0.560, -0.544, -0.646, -0.804, -0.446, -0.074, 0.734, -0.896, -0.684, 0.704, -1.770, 0.393, 0.262, 0.372, 0.295, 0.389, 0.577, 0.336, 0.556, 0.375, 0.400, 0.493, 0.399, 0.443, 0.204]}

Number 1: calculated total energy -126506.1699 eV. Number 2: calculated total energy -206053.6741 eV.